(1)
Below is a molecular structure, C13H15ClN2O2SeW in a non-equilibrium geometry, with properties calculated with ωB97M-V with the def2-TZVPD basis set.

Atoms and positions in Å:
Cl 0.005277 3.109085 -1.829613
C -1.993388 -0.289620 -2.405161
C -1.147890 -1.425380 -2.141320
C 0.106690 -1.192797 -2.780486
H -1.437968 -2.317509 -1.605835
C 0.064248 0.096526 -3.439964
C -1.257560 0.629945 -3.191448
H -1.578777 1.609041 -3.521869
H -3.016930 -0.169493 -2.067006
H 0.952183 -1.873016 -2.814736
C 1.130061 0.728012 -4.237191
W -0.152210 0.394548 -1.141392
C 1.726661 0.990722 -0.577348
O 2.807566 1.280999 -0.293168
C -1.036514 1.376680 0.438883
O -1.525825 2.004929 1.272569
H 2.112698 0.472489 -3.833929
H 1.007013 1.813026 -4.205121
H 1.091261 0.399535 -5.283883
C -2.286942 -1.139943 2.246648
N -0.948226 -0.670513 2.688167
C -0.710442 0.044650 3.874374
C 0.589372 0.300054 3.947657
N 1.207711 -0.250210 2.807642
C 2.666651 -0.193201 2.531829
C 0.241656 -0.838006 2.046057
Se 0.518423 -1.697530 0.414729
H -2.954589 -0.282943 2.142773
H -2.694144 -1.814559 3.010912
H -2.223506 -1.671428 1.299336
H -1.493315 0.293801 4.533947
H 1.148892 0.807743 4.682805
H 2.975935 0.852566 2.470160
H 3.200504 -0.676747 3.356222
H 2.905422 -0.701455 1.604766

Forces on the atoms, in the same order (eV/Å):
Cl -0.0411 -2.4938 1.0152
C 0.1333 -0.6192 0.0360
C -0.6460 0.5124 -0.4740
C 0.1765 0.7331 -0.7916
H 0.0081 0.0935 -0.0557
C -0.8574 -1.3045 0.6125
C 0.4592 -0.2322 0.0251
H -0.0866 -0.1326 0.0476
H 0.1524 -0.0102 -0.0583
H -0.1317 0.0827 0.0774
C 0.4669 0.4309 -0.2010
W -0.2258 0.8766 -1.3522
C 5.2247 1.3473 1.0352
O -3.6319 -0.8629 -0.9343
C -2.4030 2.8888 3.4509
O 1.5396 -2.0329 -2.5321
H -0.0193 0.0271 -0.1791
H 0.1255 -0.1048 -0.1222
H -0.0717 0.0119 0.2388
C 0.1500 0.0231 0.5457
N 0.6935 0.0959 0.0679
C -0.7335 -0.9351 -1.4458
C 1.3002 -0.6013 -1.3992
N -0.9490 -0.0798 0.0839
C -0.2337 0.1393 0.5691
C 0.0242 0.8821 1.6679
Se -0.3027 0.6674 -0.8371
H 0.1090 -0.0387 0.0434
H 0.1591 0.1794 -0.2477
H 0.2232 0.0407 0.1104
H -0.6963 0.1765 0.5597
H 0.4838 0.4082 0.6170
H -0.0770 -0.1421 0.0265
H -0.1549 0.0736 -0.1878
H -0.1676 -0.0999 -0.0119

The expectation value of S² is 2.03. The highest occupied orbital energy (spin up / spin down) is -16.02 / -16.29 eV. For the gap between HOMO and LUMO (spin up / spin down), the calculation gives 7.5 / 6.1 eV. The molar mass comes out at 529.53 Da. Its spin multiplicity is 3. The net charge is +2.

(2)
Below is a molecular structure, C13H15CuN9O3S2 in a non-equilibrium geometry, with properties calculated with ωB97M-V with the def2-TZVPD basis set.

Atoms and positions in Å:
Cu 10.672283 9.428185 6.551180
C 16.244286 9.333021 5.336193
C 14.890922 9.940095 5.591378
O 14.276241 9.760324 6.625858
N 14.337194 10.692604 4.557077
C 12.894215 10.883537 4.525408
C 12.471085 11.987208 5.434316
C 12.648588 13.320588 5.110396
C 12.137177 14.301611 5.944545
C 11.467731 13.893790 7.088986
C 11.369657 12.532234 7.367019
N 11.831083 11.604976 6.534768
H 16.142706 8.236206 5.328239
H 16.881160 9.555825 6.192670
H 16.707333 9.669402 4.422800
H 14.766130 10.519072 3.684208
H 12.384876 9.969461 4.812162
H 12.615848 11.138073 3.512811
H 13.187591 13.572644 4.215749
H 12.251011 15.351611 5.750188
H 11.046043 14.633646 7.759138
H 10.833994 12.190915 8.246908
S 9.045963 10.828805 5.879948
C 8.097619 9.403675 5.721125
S 8.970290 7.974273 6.150891
C 6.790016 9.369040 5.349877
C 6.142177 10.594162 5.035585
N 5.754059 11.638737 4.785804
C 6.090214 8.108096 5.351579
N 5.668823 7.049076 5.483994
N 11.023273 8.977441 8.725267
N 11.589445 7.701130 8.922014
C 11.973641 6.941694 7.848696
N 12.299164 5.681474 8.143241
N 11.975162 7.586470 6.686352
N 12.420372 6.912039 5.558955
O 12.762039 5.729995 5.653499
O 12.464343 7.571488 4.555652
H 11.513101 9.675479 9.272335
H 10.037022 8.971947 8.968318
H 11.458185 7.237406 9.811463
H 12.144893 5.280266 9.058112
H 12.566722 5.070775 7.407892

Forces on the atoms, in the same order (eV/Å):
Cu 0.6979 0.2157 -0.1545
C -0.0243 -0.3601 0.5608
C -0.9090 0.2206 -0.3115
O 0.2371 -0.0069 -0.0657
N 0.3328 -0.7556 0.9971
C 0.5046 0.1511 0.0612
C -0.5314 -0.0311 0.2127
C 0.1160 0.2620 0.1378
C -0.0604 -0.6235 0.3098
C 0.1251 -0.0993 0.3005
C -0.2142 0.6725 -0.2944
N -0.1449 -0.4780 0.4997
H -0.0923 0.3722 -0.1509
H 0.0504 0.1105 -0.1050
H 0.1763 0.0916 -0.2754
H 0.3719 0.0050 -0.9099
H -0.0832 -0.1617 -0.0065
H -0.0558 -0.0200 -0.3263
H 0.0973 0.1023 -0.2654
H 0.0424 0.2231 -0.2616
H -0.0020 -0.1633 0.0364
H 0.0476 -0.0265 -0.0479
S 0.0362 -0.0406 -0.0684
C -0.2743 -0.3741 0.1367
S 0.1297 0.0307 0.0264
C -0.6473 -0.3811 -0.1578
C 0.4230 -0.9291 0.1018
N -0.6105 1.0526 -0.2446
C 0.6288 0.9062 0.2382
N -0.3887 -0.4071 -0.1637
N 0.0572 -0.3925 0.2921
N -0.1439 0.2661 -0.1374
C -0.3033 0.5376 0.2793
N -0.1086 0.0808 0.5384
N 0.2284 -0.2714 0.0124
N 0.0942 -0.2557 1.0070
O -0.0587 0.4018 -0.5528
O -0.0205 -0.0196 -0.2584
H 0.1632 -0.1017 -0.0407
H -0.0023 -0.1045 0.0340
H -0.0538 0.1605 -0.1856
H -0.0183 0.3913 -0.1599
H 0.1876 -0.2508 -0.6383

The expectation value of S² is 0.76. The highest occupied orbital energy (spin up / spin down) is -7.80 / -7.75 eV. Its energy above the lowest of the compared OMol25 structures with the same formula, charge and spin is 0.0 kcal per mole. For the gap between HOMO and LUMO (spin up / spin down), the calculation gives 7.6 / 6.8 eV. The molar mass comes out at 473.00 Da. Its spin multiplicity is 2. The net charge is 0.

(3)
Below is a molecular structure, C13H15GaNTe in a non-equilibrium geometry, with properties calculated with ωB97M-V with the def2-TZVPD basis set.

Atoms and positions in Å:
C -0.350296 1.464455 -2.594072
C 1.030380 1.412779 -2.250210
C 1.203134 2.094608 -1.005395
C -0.077191 2.560679 -0.579818
C -1.036512 2.177806 -1.563596
Ga -0.876013 -1.025184 0.721526
N -2.025579 -1.765148 -0.524892
C -0.297935 -2.504719 -0.448195
C 0.807347 -1.689206 0.112110
H 2.144132 2.242637 -0.477003
H 1.820456 0.948876 -2.835711
H -0.285632 3.102856 0.338710
H -2.103747 2.393593 -1.531480
H -0.805905 1.043195 -3.487930
H 1.341749 -1.083048 -0.620944
H -0.386889 -3.503226 -0.003460
H -2.484106 -2.540847 -0.017499
H 1.411089 -2.204730 0.859865
H -0.119475 -2.648534 -1.517552
Te -1.280360 0.732934 2.519779
C -0.266300 0.004955 4.234149
C -0.914468 0.079852 5.486394
C -0.285616 -0.462054 6.615913
C 0.979660 -1.058918 6.503701
C 1.626900 -1.107240 5.261046
C 1.016113 -0.562901 4.120295
H -1.896589 0.549956 5.546294
H -0.783769 -0.421230 7.586425
H 1.460960 -1.485056 7.386239
H 2.610613 -1.571644 5.176762
H 1.503248 -0.579696 3.143749

Forces on the atoms, in the same order (eV/Å):
C 0.2281 0.2528 0.6367
C -0.5039 0.3891 0.5206
C -0.7081 -0.1329 -0.3341
C 0.3110 -0.4811 -0.5954
C 0.6467 -0.3782 0.0142
Ga -1.0864 4.5160 2.2866
N 2.7068 -1.6921 0.9635
C -0.3400 -3.5672 -4.2579
C 0.3143 0.1595 0.5657
H -0.1894 -0.0540 -0.1044
H -0.1028 0.0707 0.0459
H 0.0478 -0.0354 -0.1726
H 0.2206 -0.0455 -0.0327
H 0.0874 0.0613 0.1695
H -0.1470 0.0448 0.3009
H -0.2683 0.3156 0.0975
H -0.2466 0.4014 -0.2757
H -0.0509 0.1561 -0.1608
H -0.5529 -0.0516 0.1159
Te -0.4107 0.3761 0.3719
C 0.0463 -0.3158 0.1711
C 0.7697 -0.3640 -0.2556
C 0.1650 0.1156 -0.3143
C -0.1709 0.1095 -0.2731
C -0.2974 0.1918 -0.0642
C -0.4166 -0.0358 0.6579
H 0.2366 -0.2177 0.0661
H 0.1420 -0.0038 -0.2475
H -0.1418 0.1191 -0.2589
H -0.2292 0.1357 0.0419
H -0.0594 -0.0399 0.3211

The highest occupied orbital energy is -2.70 eV. For the gap between HOMO and LUMO, the calculation gives 5.1 eV. The molar mass comes out at 382.59 Da. The net charge is -1.

(4)
Below is C13H15N in the gas phase in a non-equilibrium geometry, with properties calculated with ωB97M-V with the def2-TZVPD basis set.

Atoms and positions in Å:
C 1.241161 -1.264308 -2.587996
C 0.590814 -0.621962 -1.373271
C 0.655686 -1.062852 -0.059744
C 0.389115 -0.208128 1.000391
C 0.760582 -0.718239 2.318073
C -0.384103 -0.156931 3.254429
C 1.000091 -2.222407 2.325654
N -0.202367 0.952852 0.977581
C -0.619150 1.277352 -0.291703
C -1.467182 2.364010 -0.344249
C -1.938565 2.851882 -1.563579
C -1.397154 2.273404 -2.699243
C -0.754277 1.054892 -2.649300
C -0.276728 0.515097 -1.467150
H 1.360907 -2.276817 -2.499760
H 2.193054 -0.806994 -2.773080
H 0.613754 -1.120920 -3.434652
H 1.399068 -1.903838 -0.084839
H 1.643849 -0.252420 2.884169
H -0.345932 0.923968 3.086776
H -1.331151 -0.631170 2.842496
H -0.173632 -0.537012 4.201409
H 1.200052 -2.675061 3.363434
H 0.140155 -2.813601 1.858080
H 2.024052 -2.381139 1.828270
H -1.726347 2.670266 0.642562
H -2.805628 3.384836 -1.531608
H -1.385400 2.784789 -3.670796
H -0.404722 0.600453 -3.552352

Forces on the atoms, in the same order (eV/Å):
C -1.0419 2.2886 1.0274
C -1.8601 0.3732 1.0612
C 3.1803 -0.9005 -4.1789
C 0.6220 -0.0855 1.1280
C 0.1570 0.5640 3.6841
C -0.3590 -1.5602 -2.6271
C 1.0127 -1.4017 0.8902
N 0.1857 -0.5710 -2.2376
C 0.9412 -1.0773 0.1887
C -0.6968 0.3126 -1.4875
C 2.0204 -2.2033 2.2999
C 0.1600 -0.4730 -1.7296
C 0.9339 1.1832 -0.5927
C -0.1455 0.8196 0.7649
H 0.4351 -2.6145 0.6020
H 0.5538 0.3160 -0.1503
H -0.3755 0.2288 -0.8366
H -1.1548 0.5705 1.2990
H -0.5707 -0.3660 -1.6486
H -0.4383 -0.4709 0.7429
H 0.7132 0.9222 0.7885
H 0.0087 -0.1352 1.9328
H -0.6435 0.9704 -1.2152
H 1.3944 0.7226 0.4059
H -1.7501 -0.2337 0.2885
H -0.6550 0.7391 0.3006
H -1.7348 2.4306 -0.4088
H -0.8586 -0.3615 0.2946
H -0.0338 0.0132 -0.5862

The highest occupied orbital energy is -8.39 eV. Its energy above the lowest of the compared OMol25 structures with the same formula, charge and spin is 54.0 kcal per mole. The SMILES is Cc1cc(C(C)C)nc2ccccc12. For the gap between HOMO and LUMO, the calculation gives 8.7 eV. The molar mass comes out at 185.27 Da. The net charge is 0.

(5)
Below is a molecular structure, C13H15N5O3 in a non-equilibrium geometry, with properties calculated with ωB97M-V with the def2-TZVPD basis set.

Atoms and positions in Å:
N 2.339702 3.348641 -0.301325
C 1.307559 2.405690 0.152623
N 0.775601 2.210246 1.311481
C -0.038446 1.323293 1.189914
N -0.187522 0.981485 0.019404
N 0.881987 1.626210 -0.788753
C 1.210449 1.373871 -2.129851
C 1.247344 2.340793 -3.095751
C 1.487013 2.042121 -4.453923
C 1.387600 0.729704 -4.785781
C 1.017626 -0.433383 -4.118772
C 0.744253 -0.001925 -2.783926
H 0.444317 -0.598813 -1.829796
H 0.889220 -1.397098 -4.346750
H 1.451350 0.545965 -5.907814
H 1.982172 2.805973 -5.078712
H 1.504584 3.417188 -2.568745
N -0.601873 0.958561 2.255848
C -1.659622 -0.243671 2.454934
O -1.917374 -0.372285 3.512982
C -1.903384 -0.933337 1.186713
C -2.240185 -2.425941 1.524684
H -2.898331 -2.908355 0.741082
H -2.942515 -2.281423 2.415927
C -1.551196 -3.359905 1.956166
C -0.604390 -2.766226 3.325420
O 0.477411 -1.913414 3.307011
O -1.238008 -3.124987 4.360401
H -0.622268 -2.462382 5.130565
H -1.676442 -4.269120 2.468388
H -0.660205 -3.548846 1.223319
H -1.026107 -1.020073 0.616851
H -2.553849 -0.498166 0.627941
H -0.471550 1.601951 3.110659
H 2.734569 3.931157 0.443173
H 2.910509 2.916501 -1.145587

Forces on the atoms, in the same order (eV/Å):
N -0.8536 -2.0801 -0.2133
C 5.3270 4.0614 -1.6142
N 9.1461 9.9191 2.1676
C -2.0582 -1.7979 -1.2066
N -2.0044 -5.4955 -9.1995
N -3.4092 -2.2799 2.3225
C -4.3735 -3.8504 -3.5192
C 3.0689 4.0552 2.2750
C 0.5174 0.5385 1.9332
C 0.0949 -1.5883 -6.1399
C -0.6037 6.6034 6.1427
C 2.0894 0.1380 4.5773
H 0.2076 0.2044 -2.3398
H -0.4706 -3.1956 -1.6372
H 0.5970 0.3276 1.1902
H -0.9707 -0.6323 0.0068
H -1.0873 -2.2666 -2.1035
N -5.8377 -3.4053 6.5273
C 6.5661 5.6683 -9.3168
O -4.0956 -2.2851 10.2415
C 3.8734 -5.8509 3.5080
C -13.9060 9.8113 -3.0193
H 0.1914 1.1121 0.2180
H -0.5084 0.1831 -1.2063
C 16.8797 -7.8830 4.9257
C 4.8070 4.1972 -4.4109
O -6.1827 -5.1900 0.4421
O 2.6419 2.8077 5.0914
H -2.5335 -2.7189 -2.5704
H -2.0258 -1.2320 -0.2187
H -1.0218 -0.3518 0.9761
H 1.4831 0.7339 -0.6104
H -4.4544 2.6241 -3.3695
H -0.2409 -1.7249 -2.0291
H 0.3096 -0.7382 -0.8009
H -1.1623 1.5814 2.9799

The highest occupied orbital energy is -8.10 eV. Its energy above the lowest of the compared OMol25 structures with the same formula, charge and spin is 304.3 kcal per mole. For the gap between HOMO and LUMO, the calculation gives 8.6 eV. The molar mass comes out at 289.29 Da. The net charge is 0.

(6)
Below is C13H15NO4 in the gas phase, with properties calculated with ωB97M-V with the def2-TZVPD basis set.

Atoms and positions in Å:
O -4.117151 -0.512860 0.179006
C -3.080819 -0.312158 -0.403758
O -2.726998 -1.047210 -1.478698
C -2.079697 0.705305 -0.030045
C -2.268545 1.433371 1.141596
C -1.331335 2.380777 1.511129
C -0.204263 2.586279 0.739638
C 0.000175 1.848377 -0.427820
O 1.130184 2.135113 -1.139411
C 1.788715 1.094414 -1.825465
C 2.532832 0.153678 -0.859256
N 1.665094 -0.680941 -0.075101
C 1.022430 -1.862821 -0.603691
C 0.551648 -2.608532 0.650280
C 0.409258 -1.502210 1.693322
C 1.375302 -0.427906 1.223871
O 1.814560 0.495452 1.869296
C -0.956589 0.924421 -0.823350
H -3.432812 -1.682314 -1.675490
H -3.144805 1.239773 1.740378
H -1.468848 2.951114 2.416672
H 0.546765 3.303481 1.027869
H 1.106781 0.525142 -2.466609
H 2.522008 1.598892 -2.459614
H 3.220720 -0.473889 -1.435777
H 3.098615 0.766672 -0.151287
H 0.170058 -1.597456 -1.240043
H 1.732025 -2.444841 -1.199472
H 1.311488 -3.323823 0.966967
H -0.377940 -3.146604 0.477838
H -0.593654 -1.070238 1.694842
H 0.644076 -1.820988 2.706468
H -0.859294 0.372534 -1.744271

Forces on the atoms, in the same order (eV/Å):
O 0.0857 0.0688 0.0091
C -0.5926 -0.3085 0.1380
O 0.3058 -0.1011 -0.3643
C 0.2799 0.3192 0.1472
C -0.1554 -0.2196 -0.1653
C 0.0022 -0.0211 -0.0547
C 0.1138 -0.1147 -0.2979
C -0.3154 0.1633 0.2787
O -0.1787 0.2031 0.1122
C 0.4109 -0.4536 0.0910
C -0.1070 0.4690 -0.1577
N 0.1825 -0.1906 -0.3154
C -0.1031 -0.1344 -0.1694
C -0.0729 0.0215 0.0123
C 0.0217 -0.0525 0.0574
C -0.1174 -0.2689 0.3213
O 0.1281 0.3356 0.2619
C 0.0812 0.0429 -0.1073
H -0.0305 0.1951 0.2367
H -0.0710 -0.0037 0.0461
H -0.0025 0.0482 0.0810
H 0.1179 0.0543 0.0497
H 0.0298 0.0902 -0.0124
H -0.1007 -0.1177 0.0042
H -0.0038 0.0326 0.0276
H 0.0236 -0.0735 -0.1364
H 0.0430 -0.0383 -0.0398
H -0.0661 0.0241 0.0025
H -0.0076 -0.0044 -0.0268
H 0.0233 -0.0556 -0.0246
H 0.0033 0.0408 0.0250
H 0.0013 0.0881 0.0087
H 0.0708 -0.0386 -0.0384

The highest occupied orbital energy is -8.67 eV. Its energy above the lowest of the compared OMol25 structures with the same formula, charge and spin is 0.0 kcal per mole. The SMILES is O=C(O)c1cccc(OCCN2CCCC2=O)c1. For the gap between HOMO and LUMO, the calculation gives 9.1 eV. The molar mass comes out at 249.27 Da. The net charge is 0.